11
Properties=species:S:1:pos:R:3 method="wB97M-V/def2-TZVPD" total_charge=0 smiles="NN=c1[nH]nn[nH]1" relative_energy_kj_mol=176.0
N -1.97 0.20 0.02
N 1.50 0.78 -0.10
N -0.30 -0.89 0.12
N 2.39 -0.44 0.01
N -1.62 -0.99 -0.06
N -0.95 1.05 0.00
C 0.22 0.35 0.04
H 3.21 -0.20 -0.58
H -1.18 2.01 0.05
H 0.44 -1.67 -0.49
H 2.85 -0.25 0.96

150
Properties=species:S:1:pos:R:3 method="wB97M-V/def2-TZVPD" total_charge=-1
Br 0.10 0.99 -3.41
Cl 4.34 -4.85 -6.42
Cl 2.58 10.05 1.31
Cl -6.31 0.08 -1.16
Cl 5.95 -4.73 -4.03
Cl 8.54 -4.35 4.31
Cl 8.13 2.19 5.40
Cl -7.60 9.01 2.68
Cl 10.36 -2.72 -9.78
Cl 9.09 -0.50 4.88
Cl 8.13 -3.27 -0.57
Cl 6.76 2.01 2.45
Cl 4.25 -6.42 3.47
Cl -6.18 0.81 5.04
Cl -10.04 -1.45 1.22
Cl 12.62 2.28 -3.88
Cl -9.44 0.15 7.40
Cl 6.18 5.29 -1.71
Cl -2.96 -3.23 0.79
Cl 6.84 -7.64 3.03
Cl 1.83 12.84 1.60
Cl 6.22 1.30 -4.67
Cl 7.27 9.56 4.89
Cl 1.35 -2.56 -6.83
Cl 3.25 -0.37 -6.62
Cl 1.76 1.85 -0.55
Cl 10.15 1.00 7.13
Cl 3.44 2.74 -2.76
Cl -6.98 6.58 4.15
Cl -5.46 -4.84 -4.24
Cl 3.97 6.87 -0.62
Cl -11.40 -6.56 7.49
Cl 4.42 -9.22 2.76
Cl 5.46 7.73 3.55
Cl -10.97 -1.26 3.96
Cl -8.10 6.41 1.48
Cl 2.59 -1.95 -4.28
Cl 9.13 2.87 1.02
Cl -3.92 -0.90 3.47
Cl 7.05 4.80 1.61
Cl 10.53 4.05 -4.85
Cl 8.73 -0.07 -5.22
Cl 6.21 -1.44 -5.62
Cl -4.42 6.16 0.27
Cl 3.22 11.48 3.76
Cl -5.68 -4.35 -0.58
Cl 10.74 -5.48 2.79
Cl 5.27 8.09 6.42
Cl -2.32 4.26 0.90
Cl -6.67 -9.10 7.88
Cl -12.27 0.26 6.83
Cl -9.13 0.71 2.93
Cl -11.20 -1.90 8.44
Cl 4.42 2.85 -0.05
Cl -9.17 -10.06 6.77
Cl -8.00 -5.98 -5.07
Cl 8.57 -6.14 -0.58
Cl -2.83 -1.15 6.15
Cl -4.76 1.49 0.86
Cl -1.81 -2.81 4.00
Cl 10.26 -2.62 2.73
Cl -7.06 2.99 3.32
Cl -3.34 6.02 2.97
Cl -7.00 -2.89 1.55
Cl -1.49 -5.38 -0.49
Cl 8.60 -3.60 -7.64
Cl 11.22 -2.52 -7.01
Cl 6.33 -5.01 0.88
Cl -7.90 -3.31 -3.92
Cl 6.62 -6.62 -6.14
Cl -3.41 0.03 -1.26
Cl -4.29 2.77 4.08
Cl 5.26 7.68 -3.09
Cl -7.11 -9.01 5.02
Cl 11.99 2.37 -6.71
Cl -1.37 -2.69 -1.58
Cl -9.34 -5.51 5.74
Cl -8.90 -5.59 8.61
Cl -8.58 -4.29 -0.44
P -3.84 1.48 -6.36
P -5.13 1.03 -4.68
O -5.40 -0.54 -4.43
O -6.60 1.61 -5.09
O -4.68 1.65 -3.42
C -7.06 7.33 2.56
C 2.80 -1.96 -6.02
C 5.64 8.87 4.88
C -7.86 -8.88 6.60
C 5.32 -5.79 -5.30
C 7.88 3.35 2.17
C -5.95 2.49 4.60
C 7.36 -4.85 -0.54
C -7.08 -3.39 -0.13
C -0.67 2.37 -5.71
C 9.84 -2.44 -8.11
C -11.05 -0.19 8.01
C 2.99 3.00 -1.08
C -1.70 0.03 -5.38
C -3.74 5.10 1.51
C 5.20 -7.89 3.62
C -7.19 -4.92 -3.91
C -10.10 -5.38 7.33
C 5.49 6.90 -1.52
C 8.73 0.70 6.12
C 9.52 -4.21 2.85
C -0.45 0.92 -5.32
C -2.63 0.15 -6.58
C -3.23 -2.00 4.65
C -10.47 -0.35 2.53
C -4.81 0.98 -0.84
C 7.06 -0.25 -4.65
C 11.35 2.51 -5.08
C 2.06 11.30 2.43
C -2.36 -3.87 -0.74
H 1.11 11.01 2.85
H -8.29 -7.89 6.70
H 4.69 -6.53 -4.84
H -1.33 -0.99 -5.39
H -6.14 3.11 5.47
H -11.20 0.40 8.91
H 0.24 2.94 -5.67
H 6.74 -4.94 -1.42
H -7.09 -2.50 -0.74
H 8.86 -4.34 2.00
H -10.52 -4.39 7.42
H -2.05 0.46 -7.45
H 7.95 0.30 6.75
H 2.60 4.00 -0.99
H 5.25 -8.16 4.66
H -7.32 -5.34 -2.93
H -3.21 -4.08 -1.38
H -11.31 0.25 2.20
H -4.81 1.86 -1.47
H 6.19 7.50 -0.95
H -6.06 7.33 2.14
H 0.37 0.54 -5.91
H 9.42 -1.45 -8.06
H -1.11 2.41 -6.70
H -6.41 2.44 -5.55
H -5.89 -0.64 -3.61
H -3.97 -2.75 4.88
H 7.09 -0.59 -3.63
H 8.36 3.58 3.11
H -1.39 2.80 -5.03
H 4.95 9.68 4.73
H -4.49 4.36 1.77
H -4.76 1.34 -7.43
H -2.26 0.12 -4.46
H 3.61 -2.65 -6.24
H 10.62 1.72 -4.94

57
Properties=species:S:1:pos:R:3 method="wB97M-V/def2-TZVPD" total_charge=+1
S 0.62 -4.13 -0.94
F 0.69 -4.33 1.82
F 2.64 -3.90 0.75
F 1.76 -6.05 0.68
O 0.20 3.49 2.45
O -4.68 -2.56 -5.72
O 1.25 -4.87 -2.08
O -0.84 5.69 4.54
O -3.24 -5.83 -0.57
O 3.18 -2.62 -1.97
O -2.00 5.39 1.46
O -0.36 3.21 -3.05
O 1.02 -9.29 0.78
O -3.74 5.12 4.97
O -0.89 -4.37 -0.88
O -3.05 -3.29 -3.35
O 2.42 4.71 0.61
N 0.04 -1.25 -0.60
N 2.21 -1.82 -1.51
N 3.71 3.56 2.28
N 2.13 -0.47 -1.39
N -0.81 1.52 -0.05
N 0.44 1.22 -0.57
C 2.85 3.61 1.05
C 1.44 -4.69 0.67
C 0.94 -2.28 -1.01
C 1.47 2.30 -0.86
C 2.57 2.20 0.33
C 0.84 -0.04 -0.84
H -2.30 -3.48 -2.78
H -2.38 -5.38 -0.58
H 4.07 -2.28 -1.73
H -0.60 6.58 4.25
H -3.28 5.32 5.79
H -3.93 -2.75 -5.14
H 3.53 1.70 -0.05
H -5.26 -3.33 -5.62
H -1.10 3.81 -2.88
H 2.16 1.50 1.16
H -1.65 5.49 4.05
H -3.63 -4.06 -3.25
H 3.30 2.88 2.96
H 1.00 3.33 -0.95
H -1.40 4.68 1.20
H -3.27 -6.25 0.30
H -0.48 2.95 -3.97
H -4.66 5.33 5.15
H -1.04 0.83 0.68
H -1.53 1.55 -0.79
H 4.57 3.09 1.96
H -2.10 5.92 0.66
H 1.29 -8.42 0.49
H 1.98 2.06 -1.85
H 1.03 3.95 2.26
H -0.28 4.10 3.02
H 2.92 0.15 -1.65
H 0.20 -9.45 0.29

Highest occupied orbital energy for every record listed, in sequence, given in eV: -8.4; -2.5; -12.5.
Gap between HOMO and LUMO for every record listed, in sequence, given in eV: 9.387; 3.725; 7.299.